1.
Density functional theory data (the ωB97M-V functional and the def2-TZVPD basis) for a cluster of 9 separate species, C32H92B2F8N7O9 in total at a distorted geometry.

Summary:
Lowest unoccupied orbital energy   -7.3 eV
E_HOMO   -16.61 eV
Total charge   +5

Cartesian coordinates (Å):
C  -8.30  -6.99  -1.86
O  -7.26  -7.46  -1.02
C  -7.41  -8.85  -0.70
C  -6.41  -9.04  0.46
N  -6.47  -7.82  1.46
H  -6.52  -6.99  0.94
H  -7.39  -7.92  1.86
C  -5.49  -7.80  2.55
C  -4.08  -8.16  2.15
O  -3.74  -7.41  0.96
C  -3.09  -6.20  1.30
H  -8.14  -7.21  -2.91
H  -8.38  -5.92  -1.64
H  -9.26  -7.47  -1.53
H  -7.13  -9.55  -1.47
H  -8.35  -9.08  -0.38
H  -5.39  -8.96  0.04
H  -6.54  -9.99  0.93
H  -5.85  -8.46  3.31
H  -5.56  -6.81  3.02
H  -4.09  -9.25  1.90
H  -3.37  -8.08  2.97
H  -2.05  -6.42  1.46
H  -3.47  -5.66  2.19
H  -3.15  -5.63  0.38
C  6.64  5.84  -6.14
O  6.49  6.51  -4.88
C  7.73  7.09  -4.47
C  7.52  7.81  -3.12
N  6.35  8.72  -3.13
H  6.47  9.49  -3.81
H  5.58  8.16  -3.50
C  5.95  9.43  -1.81
C  5.61  8.43  -0.74
O  4.61  7.62  -1.25
C  3.88  6.86  -0.24
H  5.66  5.72  -6.50
H  7.16  4.88  -6.04
H  7.18  6.52  -6.76
H  8.07  7.81  -5.24
H  8.47  6.30  -4.43
H  8.45  8.34  -2.76
H  7.33  7.08  -2.36
H  5.04  9.96  -2.06
H  6.72  10.08  -1.49
H  5.26  9.00  0.12
H  6.45  7.86  -0.37
H  3.03  6.35  -0.65
H  3.60  7.57  0.58
H  4.57  6.16  0.26
C  -4.40  3.44  -3.48
C  -4.15  4.39  -2.35
C  -5.15  5.49  -2.22
O  -4.83  6.20  -1.04
C  -5.72  7.33  -0.88
N  -4.08  3.65  -1.06
H  -4.11  4.36  -0.37
H  -4.84  2.98  -1.05
H  -3.24  3.05  -1.04
H  -3.66  2.66  -3.37
H  -4.21  3.87  -4.44
H  -5.43  3.00  -3.51
H  -3.12  4.77  -2.49
H  -6.17  5.02  -2.16
H  -5.22  6.15  -3.10
H  -5.50  8.03  -1.66
H  -5.46  7.75  0.10
H  -6.79  7.05  -0.89
C  -0.83  -0.39  -4.75
C  -1.06  -1.88  -4.77
C  -1.94  -2.42  -5.89
O  -1.25  -2.28  -7.11
C  -2.08  -2.21  -8.22
N  0.32  -2.57  -5.00
H  1.08  -2.09  -4.47
H  0.30  -3.55  -4.72
H  0.59  -2.44  -5.96
H  -1.75  0.20  -4.45
H  -0.42  -0.06  -5.69
H  -0.15  -0.17  -3.91
H  -1.32  -2.28  -3.78
H  -2.83  -1.84  -5.89
H  -2.19  -3.45  -5.86
H  -3.14  -1.98  -7.99
H  -2.01  -3.18  -8.66
H  -1.63  -1.45  -8.91
C  -3.08  1.02  12.53
C  -2.70  2.43  12.41
C  -1.82  2.55  10.78
O  -0.66  2.02  10.95
C  0.39  2.26  11.75
N  -3.89  3.29  12.24
H  -4.53  2.89  11.58
H  -4.48  3.22  13.06
H  -3.81  4.32  11.95
H  -3.68  0.88  13.44
H  -2.26  0.33  12.53
H  -3.74  0.74  11.72
H  -1.90  2.93  12.93
H  -1.84  3.70  10.82
H  -2.37  1.98  10.00
H  1.14  2.99  11.29
H  0.88  1.32  11.74
H  0.17  2.82  12.63
C  3.78  2.42  -2.62
C  3.48  0.93  -2.46
C  4.69  0.06  -2.29
O  5.41  0.51  -1.19
C  6.71  0.00  -1.06
N  2.57  0.74  -1.26
H  1.82  1.51  -1.25
H  2.08  -0.12  -1.31
H  3.13  0.90  -0.44
H  2.95  3.07  -2.61
H  4.24  2.53  -3.61
H  4.59  2.64  -1.90
H  2.86  0.56  -3.28
H  5.32  0.17  -3.17
H  4.41  -1.00  -2.21
H  7.00  0.37  -0.12
H  7.32  0.44  -1.87
H  6.74  -1.09  -1.15
C  4.32  -3.97  2.47
C  3.49  -5.19  2.47
C  2.72  -5.49  1.25
O  1.80  -6.49  1.63
C  0.95  -6.93  0.59
N  4.39  -6.39  2.79
H  5.24  -6.36  2.25
H  4.57  -6.37  3.81
H  3.86  -7.24  2.63
H  3.71  -3.13  2.22
H  5.11  -4.05  1.72
H  4.69  -3.80  3.50
H  2.79  -5.22  3.33
H  3.32  -5.74  0.37
H  2.21  -4.66  0.75
H  1.55  -7.53  -0.11
H  0.50  -6.10  0.00
H  0.15  -7.54  0.99
B  -0.79  1.41  -1.77
F  -1.36  0.19  -2.05
F  -0.40  1.44  -0.50
F  0.35  1.58  -2.65
F  -1.71  2.42  -2.04
B  1.41  -2.56  -1.71
F  0.19  -3.24  -2.06
F  2.43  -3.53  -1.41
F  1.81  -1.82  -2.90
F  1.25  -1.63  -0.66

Atom charges from the Mulliken analysis, given in e for atoms 1 to 8: C -0.6993; O -0.3266; C -0.7409; C -0.6333; N -0.1230; H 0.4364; H 0.3702; C -0.6753

***

2.
Density functional theory data (the ωB97M-V functional and the def2-TZVPD basis) for a structure of composition C9H13HgNO at a distorted geometry.

Summary:
Energy relative to the best compared isomer or geometry (same formula, charge and spin)   21.57 kcal per mole
Lowest unoccupied orbital energy (alpha / beta)   5.7 / 5.7 eV
E_HOMO (alpha / beta)   3.36 / 3.36 eV
Total charge   -2

Cartesian coordinates (Å):
C  -0.86  1.75  -2.71
C  0.54  1.61  -3.00
C  1.32  2.10  -1.89
C  0.40  2.64  -0.91
C  -0.99  2.29  -1.36
Hg  -0.57  1.06  0.49
N  -0.85  -2.38  0.79
C  -0.59  -3.67  0.36
C  0.15  -2.35  -0.20
H  2.39  2.07  -1.81
H  0.95  1.25  -3.94
H  0.62  3.50  -0.30
H  -1.93  2.62  -0.89
H  -1.66  1.59  -3.40
H  0.00  -1.86  -1.20
H  -1.31  -4.15  -0.33
H  -1.89  -2.20  0.81
H  1.15  -2.01  0.26
H  -0.04  -4.38  1.09
C  0.47  -0.45  3.10
C  0.39  1.01  2.52
O  0.81  2.08  2.91
H  1.61  -0.55  3.14
H  0.02  -1.24  2.40
H  -0.12  -0.35  4.06

Atom charges from the Mulliken analysis, given in e for atoms 1 to 8: C -0.6625; C -0.5395; C -0.7277; C -1.0903; C -0.7341; Hg 0.0648; N -0.5503; C -0.2724

***

3.
Density functional theory data (the ωB97M-V functional and the def2-TZVPD basis) for a structure of composition C32H33FNO2Pd.

Summary:
<S²>   2.023
Lowest unoccupied orbital energy (alpha / beta)   2.9 / 2.4 eV
E_HOMO (alpha / beta)   -3.76 / -3.99 eV
2S+1   3
Total charge   -1

Cartesian coordinates (Å):
Pd  -1.09  0.96  -0.52
C  3.82  2.07  -0.57
C  3.38  0.61  -0.46
C  4.53  -0.31  -0.91
C  2.92  0.30  0.95
C  3.81  0.51  1.99
C  3.43  0.34  3.31
C  2.12  -0.01  3.58
C  1.18  -0.25  2.57
C  -0.22  -0.57  3.07
C  -1.02  0.74  3.16
C  -1.00  -1.63  2.29
C  1.58  -0.11  1.22
N  0.71  -0.34  0.15
C  0.92  -1.41  -0.65
C  1.71  -2.53  -0.28
C  1.86  -3.63  -1.09
C  1.23  -3.71  -2.32
C  0.44  -2.64  -2.73
C  0.31  -1.54  -1.92
F  -0.44  -0.50  -2.38
H  4.02  2.34  -1.61
H  4.72  2.26  0.01
H  3.03  2.73  -0.19
H  2.55  0.45  -1.14
H  5.38  -0.22  -0.23
H  4.87  -0.03  -1.91
H  4.21  -1.35  -0.94
H  4.83  0.82  1.77
H  4.14  0.49  4.11
H  1.81  -0.13  4.61
H  -0.10  -0.95  4.08
H  -1.19  1.14  2.16
H  -0.47  1.50  3.73
H  -1.99  0.58  3.62
H  -1.35  -1.24  1.34
H  -1.87  -1.94  2.86
H  -0.39  -2.51  2.08
H  2.19  -2.50  0.69
H  2.48  -4.46  -0.76
H  1.34  -4.58  -2.96
H  -0.08  -2.64  -3.68
O  -3.10  0.22  -1.20
C  -3.52  0.42  -0.02
O  -3.22  1.42  0.67
C  -4.40  -0.64  0.60
C  -4.80  -0.52  1.93
C  -5.50  -1.55  2.54
C  -5.80  -2.70  1.83
C  -5.42  -2.82  0.50
C  -4.72  -1.79  -0.11
H  -4.55  0.38  2.46
H  -5.80  -1.47  3.58
H  -6.34  -3.52  2.31
H  -5.67  -3.71  -0.06
H  -4.41  -1.86  -1.15
C  -0.05  2.86  -0.50
C  -0.09  2.90  -1.94
C  -1.19  3.45  -2.64
C  -1.20  3.52  -4.01
C  -0.12  3.05  -4.76
C  0.97  2.50  -4.10
C  0.99  2.43  -2.72
H  -0.71  3.54  0.03
H  0.93  2.74  -0.04
H  -2.04  3.82  -2.07
H  -2.05  3.95  -4.53
H  -0.13  3.13  -5.84
H  1.80  2.12  -4.67
H  1.84  2.00  -2.21

Atom charges from the Mulliken analysis, given in e for atoms 1 to 8: Pd -0.1440; C -1.4979; C 1.5898; C -1.7116; C 1.0344; C -0.5375; C -1.4484; C -0.8675

***

4.
Density functional theory data (the ωB97M-V functional and the def2-TZVPD basis) for a cluster of 13 separate species, C58H125N3O10 in total at a distorted geometry.

Summary:
Energy relative to the best compared isomer or geometry (same formula, charge and spin)   109.26 kcal per mole
Lowest unoccupied orbital energy   0.1 eV
E_HOMO   -8.41 eV
Total charge   0

Cartesian coordinates (Å):
C  -1.80  -2.11  7.64
C  -2.83  -1.08  7.28
C  -4.09  -1.81  7.04
O  -3.98  -2.77  8.08
C  -2.70  -3.27  8.03
H  -1.18  -1.75  8.46
H  -1.21  -2.40  6.77
H  -2.59  -0.46  6.41
H  -3.02  -0.50  8.18
H  -4.08  -2.35  6.10
H  -4.85  -1.05  7.21
H  -2.62  -4.18  7.43
H  -2.42  -3.78  8.96
C  2.55  8.84  1.08
C  2.52  8.49  -0.40
C  3.95  8.11  -0.82
O  4.60  7.76  0.39
C  3.97  8.56  1.46
H  1.77  8.19  1.48
H  2.24  9.88  1.22
H  2.15  9.34  -0.97
H  1.87  7.65  -0.63
H  4.50  8.95  -1.24
H  3.90  7.34  -1.60
H  4.48  9.52  1.48
H  4.11  8.10  2.43
C  -2.01  -4.64  -5.26
C  -0.56  -5.17  -5.17
C  0.29  -4.17  -4.43
O  -0.60  -3.03  -4.44
C  -1.90  -3.46  -4.30
H  -2.84  -5.33  -5.08
H  -2.18  -4.38  -6.30
H  -0.21  -5.39  -6.17
H  -0.53  -6.08  -4.56
H  1.19  -3.96  -5.01
H  0.56  -4.44  -3.41
H  -2.48  -2.61  -4.65
H  -2.24  -3.67  -3.28
C  1.35  2.04  0.38
C  0.01  2.72  0.87
C  -0.46  1.98  2.15
O  0.00  0.68  1.93
C  0.81  0.64  0.68
H  2.21  2.22  1.02
H  1.66  2.15  -0.66
H  -0.80  2.70  0.14
H  0.33  3.70  1.22
H  -1.55  2.01  2.23
H  0.06  2.32  3.05
H  0.10  0.37  -0.10
H  1.56  -0.15  0.66
C  -5.59  5.43  5.72
C  -6.06  6.92  5.61
C  -7.28  6.87  4.75
O  -7.55  5.45  4.52
C  -6.86  4.57  5.42
H  -5.25  5.23  6.73
H  -4.73  5.21  5.10
H  -5.31  7.59  5.20
H  -6.35  7.23  6.62
H  -7.07  7.22  3.75
H  -8.10  7.44  5.19
H  -6.66  3.65  4.87
H  -7.33  4.49  6.40
C  -3.13  10.20  -1.08
C  -3.52  8.76  -1.15
C  -3.08  8.18  0.18
O  -2.73  9.32  0.96
C  -3.30  10.44  0.34
H  -3.77  10.77  -1.76
H  -2.17  10.48  -1.52
H  -2.95  8.24  -1.93
H  -4.59  8.57  -1.18
H  -2.16  7.60  0.13
H  -3.99  7.73  0.59
H  -2.82  11.34  0.71
H  -4.35  10.60  0.60
C  8.07  -0.34  0.57
C  9.43  0.17  0.07
C  10.02  0.87  1.34
O  9.53  0.06  2.37
C  8.54  -0.91  1.93
H  7.60  -1.09  -0.06
H  7.48  0.57  0.71
H  9.37  0.73  -0.86
H  10.14  -0.66  0.00
H  9.58  1.85  1.49
H  11.11  0.86  1.32
H  7.77  -1.03  2.68
H  9.08  -1.85  1.80
C  2.73  1.81  6.77
C  3.99  2.15  6.00
C  3.88  3.68  5.80
O  2.52  4.03  6.03
C  2.07  3.16  7.05
H  2.84  1.17  7.65
H  2.04  1.33  6.08
H  4.00  1.65  5.02
H  4.95  2.00  6.49
H  4.10  4.03  4.79
H  4.52  4.31  6.41
H  0.98  3.25  7.11
H  2.41  3.62  7.98
C  6.26  -1.36  -6.56
C  4.97  -0.58  -6.21
C  5.05  -0.75  -4.69
O  5.48  -2.05  -4.46
C  6.42  -2.44  -5.44
H  7.07  -0.64  -6.39
H  6.21  -1.77  -7.57
H  4.04  -1.01  -6.59
H  4.95  0.49  -6.41
H  4.13  -0.55  -4.14
H  5.72  0.01  -4.28
H  6.00  -3.38  -5.80
H  7.39  -2.46  -4.95
C  -0.47  2.27  -7.03
C  0.28  3.45  -6.45
C  0.27  4.57  -7.61
O  0.33  3.70  -8.74
C  0.08  2.30  -8.45
H  -1.54  2.44  -6.90
H  -0.23  1.45  -6.36
H  1.32  3.17  -6.27
H  -0.04  3.80  -5.47
H  1.05  5.33  -7.66
H  -0.75  4.97  -7.69
H  1.03  1.80  -8.65
H  -0.62  1.86  -9.16
C  -5.56  -7.78  0.40
C  -4.34  -6.93  0.10
N  -3.08  -7.66  0.36
C  -1.93  -6.69  0.34
C  -2.06  -5.68  1.49
C  -2.88  -8.80  -0.54
C  -1.57  -9.59  -0.18
H  -6.50  -7.23  0.54
H  -5.44  -8.44  1.25
H  -5.74  -8.35  -0.51
H  -4.57  -6.68  -0.94
H  -4.46  -6.08  0.76
H  -1.81  -6.23  -0.64
H  -1.12  -7.40  0.48
H  -1.08  -5.26  1.73
H  -2.37  -6.20  2.39
H  -2.65  -4.77  1.36
H  -3.74  -9.47  -0.47
H  -2.98  -8.54  -1.59
H  -1.67  -10.53  -0.72
H  -0.71  -9.00  -0.50
H  -1.55  -9.79  0.89
C  5.09  -6.39  0.60
C  6.05  -7.11  -0.22
N  6.39  -8.42  0.39
C  6.98  -9.31  -0.66
C  6.24  -9.55  -1.99
C  7.25  -8.27  1.61
C  7.56  -9.57  2.34
H  4.25  -6.89  1.07
H  4.77  -5.47  0.12
H  5.64  -5.99  1.45
H  5.60  -7.25  -1.21
H  6.90  -6.46  -0.40
H  7.98  -8.97  -0.95
H  7.23  -10.33  -0.36
H  6.20  -8.70  -2.67
H  6.60  -10.41  -2.54
H  5.22  -9.75  -1.64
H  6.72  -7.67  2.34
H  8.28  -7.95  1.42
H  8.05  -10.36  1.78
H  6.68  -10.12  2.67
H  8.23  -9.32  3.17
C  -7.28  2.82  -4.70
C  -8.36  2.97  -3.60
N  -8.24  1.87  -2.63
C  -9.25  0.78  -2.82
C  -8.85  -0.56  -2.24
C  -8.31  2.31  -1.24
C  -7.07  3.04  -0.87
H  -7.35  1.99  -5.42
H  -6.37  2.64  -4.14
H  -7.26  3.71  -5.33
H  -8.29  3.93  -3.10
H  -9.30  2.85  -4.15
H  -10.24  1.04  -2.45
H  -9.51  0.72  -3.88
H  -8.84  -0.38  -1.17
H  -9.51  -1.39  -2.49
H  -7.89  -0.84  -2.68
H  -8.35  1.45  -0.58
H  -9.19  2.93  -1.04
H  -6.18  2.46  -1.11
H  -7.07  3.19  0.21
H  -6.86  4.03  -1.27

Atom charges from the Mulliken analysis, given in e for atoms 1 to 8: C -0.4364; C -0.5463; C -0.4359; O -0.4137; C -0.4607; H 0.2434; H 0.2657; H 0.3445

***

5.
Density functional theory data (the ωB97M-V functional and the def2-TZVPD basis) for an isolated molecule of C6H15N3 at a distorted geometry.

Summary:
Energy relative to the best compared isomer or geometry (same formula, charge and spin)   106.59 kcal per mole
Lowest unoccupied orbital energy   1.0 eV
E_HOMO   -8.21 eV
Total charge   0

Cartesian coordinates (Å):
C  2.46  -1.89  -1.45
C  -2.70  2.42  1.13
C  -2.42  0.98  -1.00
C  2.89  -1.49  -0.07
C  1.63  -1.48  0.79
C  -1.78  1.48  0.28
N  -0.38  -0.39  1.06
N  0.75  -0.44  0.42
N  -1.51  0.31  1.18
H  3.24  -1.67  -2.15
H  1.53  -1.51  -1.96
H  2.37  -3.01  -1.55
H  -2.09  2.56  2.00
H  -3.68  1.82  1.28
H  -3.04  3.29  0.52
H  -1.58  0.81  -1.56
H  -3.16  1.60  -1.50
H  -2.82  -0.08  -0.69
H  3.54  -2.22  0.28
H  3.23  -0.47  0.01
H  1.90  -1.26  1.78
H  1.03  -2.52  0.76
H  -0.82  1.93  0.05
H  -0.34  -1.25  1.70

Atom charges from the Mulliken analysis, given in e for atoms 1 to 8: C -1.1266; C -1.2824; C -1.3140; C -0.3930; C -0.6837; C 0.5017; N 0.6994; N -0.6324